Entry 1:
The following is a DFT calculation (ωB97M-V/def2-TZVPD) of a molecular structure, C23H43Cl3N3O4PmSi.

Geometry as ORCA input:
```
! RIJCOSX wB97M-V def2-TZVPD def2/J DEFGRID3
* xyz 0 5
C 1.63506 -1.69004 -5.26597
C 0.98924 -0.39338 -4.83478
H 2.18120 -1.53992 -6.19926
H 0.93038 -2.52703 -5.40875
H 2.35445 -1.97702 -4.49292
C 0.64071 0.60048 -5.75343
C 0.23988 0.27788 -7.12790
H 0.58767 1.61694 -5.38672
H -0.42492 -0.60285 -7.14565
H 1.10106 0.03778 -7.76738
H -0.28082 1.12232 -7.59023
Pm -0.44703 -0.97109 1.19670
Cl 2.09801 -0.71675 0.59389
Cl -1.82013 -2.99341 2.03885
C 0.56912 2.18977 1.21112
O -0.42600 1.41028 1.13937
N 0.45347 3.51120 1.15037
C -0.84424 4.17991 1.05073
C 1.59532 4.37736 1.39155
H 1.58930 1.78697 1.32037
H -1.62048 3.45765 0.78932
H -0.77786 4.94881 0.26826
H -1.09431 4.66576 2.00797
H 2.50739 3.78371 1.29971
H 1.55360 4.81546 2.40054
H 1.62348 5.18202 0.64728
H -2.26857 -2.04133 -3.38132
H -2.52290 0.96334 -4.38664
C -3.14338 -1.55130 -2.92673
C -3.26502 0.85420 -3.57967
N -2.84974 -0.15117 -2.59458
H -3.47826 -2.09444 -2.03760
C -2.34076 0.25126 -1.42028
O -2.17166 -0.46917 -0.39899
H -3.40574 1.82233 -3.08024
H -2.08738 1.32925 -1.38527
H -3.93810 -1.51471 -3.67787
H -4.21392 0.54822 -4.03723
O 0.05900 -0.64140 -3.76114
C 1.21846 0.06089 -3.30804
C -0.08428 2.18548 -2.94319
C 1.11209 1.45595 -2.83987
H -0.96566 1.65584 -3.29850
C -0.15378 3.53186 -2.60299
H 1.88699 -0.57891 -2.71851
C 2.21248 2.12657 -2.23032
H -1.09654 4.05652 -2.75363
C 0.95413 4.20184 -2.08790
C 2.13491 3.47621 -1.89105
H 3.14430 1.58670 -2.03054
H 0.89159 5.27899 -1.89697
H 3.00720 3.99415 -1.48257
Si 0.47335 -4.26166 -1.09130
Cl -0.11577 -2.11533 -1.28833
C -1.08714 -5.27154 -1.17706
C 1.28079 -4.28606 0.60819
C 1.68103 -4.79040 -2.38431
H -1.86064 -4.79913 -1.79753
H -1.48571 -5.45670 -0.17147
H -0.84516 -6.25136 -1.61279
H 1.16799 -4.93258 -3.34514
H 2.08977 -5.76085 -2.05578
H 2.50595 -4.07164 -2.48115
H 0.61700 -4.01840 1.45331
H 2.14913 -3.60279 0.61377
H 1.65762 -5.31110 0.78442
C 0.25894 -1.63709 6.20925
N -0.75369 -0.70766 5.71112
C -1.60489 -0.00893 6.66691
C -0.85910 -0.43152 4.41816
O -0.03417 -0.81380 3.54047
H 0.19098 -1.62282 7.30068
H 1.25707 -1.33475 5.87029
H 0.06110 -2.65002 5.83360
H -1.31513 1.04776 6.75477
H -2.63925 -0.03634 6.30972
H -1.51644 -0.50750 7.63356
H -1.74769 0.16245 4.13373
*
```

Properties
Frontier orbital gap (spin up / spin down) (eV): 2.947 / 2.951
LUMO (spin up / spin down) (Ha): -0.011 / -0.011
<S²>: 6.0045



Entry 2:
The following is a DFT calculation (ωB97M-V/def2-TZVPD) of 8 unconnected molecules or ions with the total composition C23H43Cl6N3O4S2.

Geometry as ORCA input:
```
! RIJCOSX wB97M-V def2-TZVPD def2/J DEFGRID3
* xyz 0 1
C -0.01843 6.74774 -5.60789
C 0.15794 6.30816 -4.15159
C 0.40278 4.81383 -3.98684
C 0.26630 4.35183 -2.57408
N 0.20817 3.91218 -1.49151
H -0.76851 6.25166 -6.22384
H 0.90499 6.57746 -6.16143
H -0.18319 7.82302 -5.67665
H -0.72076 6.57715 -3.56541
H 0.87181 6.96709 -3.65734
H 1.44754 4.63593 -4.24165
H -0.26119 4.23823 -4.63177
C -4.25873 -1.75373 0.99580
C -5.35782 -2.69632 0.36689
C -6.16191 -3.52617 1.38325
C -5.32879 -4.29408 2.31919
N -4.67210 -4.95357 3.02005
H -3.96022 -0.99018 0.27749
H -3.47328 -2.41230 1.36656
H -4.66679 -1.30737 1.90264
H -4.80245 -3.34672 -0.30884
H -6.04231 -2.10865 -0.24484
H -6.98229 -4.10516 0.95916
H -6.60542 -2.78169 2.04442
C 1.16266 1.45041 1.87662
C 0.21216 2.43130 2.54366
C 0.85665 3.68289 3.23180
C 1.85496 3.36659 4.23135
N 2.64586 3.08582 5.05051
H 1.95751 1.09561 2.53268
H 1.63259 1.90782 1.00596
H 0.65273 0.53205 1.58561
H -0.32908 1.93126 3.34685
H -0.57913 2.66365 1.83095
H 0.12115 4.24048 3.81165
H 1.45857 4.27065 2.53872
C 3.74004 1.46633 -3.51958
Cl 3.01724 1.31236 -1.89776
Cl 4.67010 0.05361 -3.91169
H 2.94398 1.62154 -4.24780
H 4.34087 2.37573 -3.50958
C -0.33171 0.60996 -1.48458
Cl -1.27901 -0.32913 -0.28512
Cl 0.11335 -0.39269 -2.87131
H -0.92039 1.45844 -1.83332
H 0.56322 1.03241 -1.02771
C -2.11473 0.72054 -4.95983
Cl -2.99118 1.55994 -6.21450
Cl -3.01719 0.76134 -3.38766
H -2.02831 -0.28060 -5.38213
H -1.17832 1.24972 -4.78314
C 2.72414 -2.19414 -0.32892
C 2.85884 -2.41053 -1.83116
C 4.34687 -2.80455 -2.09002
S 4.90112 -3.78116 -0.54766
O 6.12442 -3.11367 -0.08202
O 4.92402 -5.20788 -0.86181
C 3.42501 -3.30625 0.46480
H 1.66155 -2.15055 -0.08997
H 3.21678 -1.23483 -0.17041
H 2.57968 -1.53777 -2.42146
H 2.11298 -3.12959 -2.16991
H 4.96596 -1.91160 -2.00360
H 4.50658 -3.33270 -3.03003
H 3.83114 -3.14041 1.46262
H 2.77278 -4.15611 0.66585
C -1.12336 -3.62878 4.84892
C -1.97400 -2.58160 4.06720
C -1.03709 -1.67996 3.27560
S 0.04000 -1.13969 4.64279
O -0.73590 -0.12702 5.40831
O 1.38868 -0.91029 4.10745
C 0.00130 -2.80365 5.44866
H -0.81167 -4.36163 4.10470
H -1.73405 -4.11150 5.61190
H -2.71898 -2.03257 4.64310
H -2.64513 -3.10152 3.38356
H -1.37662 -0.85961 2.64326
H -0.29004 -2.23141 2.70469
H -0.07924 -2.57235 6.51079
H 0.97433 -3.25306 5.25036
*
```

Properties
Frontier orbital gap (eV): 9.760
SMILES string: O=S1(=O)CCCC1.O=S1(=O)CCCC1.CCCC#N.CCCC#N.CCCC#N.ClCCl.ClCCl.ClCCl
LUMO (Ha): -0.006



Entry 3:
The following is a DFT calculation (ωB97M-V/def2-TZVPD) of 3 unconnected molecules or ions with the total composition C23H43IN2O9P2.

Geometry as ORCA input:
```
! RIJCOSX wB97M-V def2-TZVPD def2/J DEFGRID3
* xyz 0 1
C 1.40074 -4.10774 1.83337
C 0.76726 -2.74978 2.08816
C 1.52186 -1.47234 1.43920
P 0.63329 -0.39562 0.17684
C 1.17856 0.24393 -1.53747
C -0.04450 0.98467 -2.40904
C 0.17210 2.61111 -2.56651
I -1.25150 3.25861 -4.15888
C -0.83161 0.66708 0.90511
C -1.86205 -0.11308 1.88737
N -3.12161 -0.65567 1.27489
C -3.89782 0.32078 0.44366
C -4.13545 1.80383 1.08693
C -3.97997 -1.43336 2.25266
C -4.35136 -2.99871 1.79603
O -4.43132 -0.98262 3.42794
C -0.53126 -1.64568 -0.47144
C 0.18417 -3.11143 -1.17179
C 1.90401 -3.11130 -1.38024
O 0.80880 -2.96979 -2.60213
P 1.97896 1.20014 0.98181
N 3.69643 0.82987 0.50132
O 1.50478 2.78451 0.34646
H 0.73418 -5.07010 1.84563
H 2.57703 -4.19563 1.64920
H -0.17014 -2.77719 2.78618
H 1.83042 -0.77606 2.36055
H 2.57060 -1.84173 1.00302
H 2.02883 1.08338 -1.50471
H 1.60680 -0.54385 -2.28252
H -0.02199 0.56062 -3.52587
H -1.11261 0.74698 -2.00745
H -0.22614 3.15970 -1.58687
H 1.27308 2.92609 -2.80698
H -0.32585 1.48257 1.62052
H -1.34858 1.33894 0.06385
H -1.34937 -0.98579 2.47383
H -2.20444 0.66342 2.72853
H -3.38944 0.40306 -0.63343
H -4.96309 -0.14603 0.24713
H -4.75488 2.42732 0.27891
H -4.72123 1.82952 2.09958
H -3.07670 2.33543 1.12898
H -4.75169 -3.64507 2.68569
H -3.38532 -3.49109 1.30746
H -5.12608 -2.89556 0.89657
H -1.20661 -1.32814 -1.37781
H -1.26793 -2.22607 0.26901
H -0.35093 -4.21107 -0.85648
H 2.38339 -4.16602 -1.57410
H 2.53290 -2.15779 -1.17435
H 3.68179 -0.07930 -0.04025
H 4.01842 1.54329 -0.21879
H 1.98132 3.42863 0.97365
C 7.57628 -2.66573 0.19808
C 6.23803 -3.30616 0.50488
C 6.31529 -4.42988 1.49364
O 5.17882 -5.20590 1.15581
C 4.94362 -4.98568 -0.17273
O 4.15758 -5.62516 -0.85154
O 5.70987 -3.95376 -0.64143
H 8.33162 -3.42016 -0.04708
H 7.49554 -2.00886 -0.67465
H 7.93478 -2.07935 1.04945
H 5.51782 -2.54019 0.81732
H 6.25483 -4.08340 2.52883
H 7.20684 -5.05650 1.37680
C -4.02089 7.59590 -1.50832
C -3.88908 6.11007 -1.77309
C -5.11993 5.32253 -1.43969
O -4.59058 4.03449 -1.17768
C -3.31106 4.22678 -0.73648
O -2.61091 3.35776 -0.24436
O -2.92042 5.52538 -0.91740
H -4.41061 7.78790 -0.50280
H -3.04139 8.08306 -1.56241
H -4.68974 8.06601 -2.23553
H -3.56696 5.93997 -2.80766
H -5.83342 5.28787 -2.26737
H -5.63411 5.67319 -0.53756
*
```

Properties
Frontier orbital gap (eV): 6.999
SMILES string: C=CCP(CCCI)(CCN(CC)C(C)=O)(C[C@@H]1CO1)P(N)O.C[C@@H]1COC(=O)O1.C[C@@H]1COC(=O)O1
LUMO (Ha): 0.011



Entry 4:
The following is a DFT calculation (ωB97M-V/def2-TZVPD) of 3 unconnected molecules or ions with the total composition C23H44BBrCl2F8N3O9S2.

Geometry as ORCA input:
```
! RIJCOSX wB97M-V def2-TZVPD def2/J DEFGRID3
* xyz 1 1
C -2.74138 3.61133 3.69423
C -1.96340 2.28145 3.51587
C -2.68735 1.27223 2.59580
C -2.73967 1.88698 1.16080
N -2.56727 0.80173 0.17823
N -1.66848 1.16097 -0.89578
C -0.24366 0.97257 -0.45612
Br 0.57574 2.77803 -0.60453
C 0.65716 -0.10991 -1.23784
N 1.86618 0.50920 -1.69279
C 3.13329 0.14765 -1.07109
C 3.33370 0.66096 0.38256
C 3.98718 -0.42817 1.28929
B 0.82161 -1.44776 -0.35502
O 0.23372 -1.62207 0.87325
O 1.54882 -2.47251 -0.90096
C 0.71173 -3.52541 -1.44625
C 1.09889 -3.73082 -2.91417
O -0.01362 -0.58440 -2.43782
C -0.75008 0.43742 -3.05485
O -1.04057 0.10756 -4.34374
C 0.11846 0.20323 -5.18292
C 0.26292 1.60084 -5.83497
C 1.44378 2.41328 -5.28108
C -2.07899 0.57144 -2.21038
C -2.83622 -0.75866 -2.10354
F -4.07472 -0.58938 -1.67762
F -2.90860 -1.37780 -3.23405
F -2.24484 -1.58870 -1.23522
S -3.09066 1.77189 -3.22319
O -2.20305 2.72366 -3.79287
O -3.77499 1.11704 -4.26123
C -4.31574 2.74931 -2.25183
F -4.71818 3.65994 -3.09892
F -3.79633 3.42976 -1.22495
C -5.62017 2.03565 -1.74324
F -6.51799 2.99924 -1.60616
F -6.11278 1.18252 -2.57510
F -5.45735 1.54300 -0.54308
H -2.64235 3.98708 4.71047
H -2.34253 4.35896 3.00585
H -3.79054 3.42877 3.44981
H -1.00646 2.50387 3.02255
H -1.68808 1.82044 4.46549
H -2.06528 0.36662 2.62162
H -3.68001 1.01872 2.96892
H -3.73486 2.31619 1.06535
H -1.94969 2.64313 1.13228
H -2.27018 -0.07027 0.60450
H -1.80535 2.17977 -0.98377
H -0.17568 0.76973 0.60640
H 1.97986 0.48871 -2.69684
H 3.90241 0.68930 -1.63698
H 3.45177 -0.89617 -1.17744
H 3.95574 1.55169 0.39297
H 2.35592 0.86370 0.83574
H 4.83545 -0.02075 1.84193
H 4.23896 -1.31732 0.70870
H 3.25189 -0.74565 2.03410
H -0.28766 -2.44161 0.90021
H 0.82455 -4.43907 -0.85988
H -0.34899 -3.23426 -1.44978
H 0.71991 -2.91295 -3.52936
H 0.63478 -4.65878 -3.25548
H 2.18579 -3.72853 -2.99972
H -0.20267 1.39400 -3.09247
H 0.08744 -0.55498 -5.96151
H 1.04354 0.00921 -4.62856
H -0.66752 2.16675 -5.80860
H 0.49220 1.40516 -6.88674
H 2.29105 1.76847 -5.01443
H 1.83187 3.11996 -6.01557
H 1.19116 2.98236 -4.37821
C 7.33299 2.50402 1.33005
Cl 6.02232 3.11847 0.31476
Cl 6.84424 1.07320 2.25138
H 8.16905 2.23736 0.69373
H 7.62632 3.28151 2.02610
O -0.88054 -2.26248 5.17350
S 0.21686 -2.89398 4.50726
O -0.00498 -3.88444 3.49526
O 1.21917 -3.47178 5.59524
C 0.70429 -4.39842 6.57612
C 0.42993 -5.76950 5.99003
C 1.27923 -1.66178 3.84233
H -0.18716 -3.98328 7.04943
H 1.47023 -4.47874 7.34516
H -0.37126 -5.73309 5.25283
H 0.13217 -6.46541 6.77428
H 1.31662 -6.15599 5.48681
H 1.48121 -0.90859 4.60039
H 0.75614 -1.22072 3.00002
H 2.19954 -2.13189 3.50504
*
```

Properties
Frontier orbital gap (eV): 9.024
LUMO (Ha): -0.109